# 1
This record from the OMol25 dataset describes one molecule with the formula C16H14N2O2S. The level of theory is wB97M-V/def2-TZVPD.

The calculation puts the HOMO-LUMO gap at 8.388 eV. The SMILES is CCc1ccc(NC(=O)c2cc(-c3cccs3)on2)cc1.

Last column: natural (NBO) charge in e.
Positions of all 35 atoms, in Å:
C -6.145 -1.376 0.982  -0.59
H -5.570 -2.297 1.048  0.20
H -7.204 -1.625 0.992  0.21
H -5.922 -0.770 1.857  0.21
C -5.785 -0.615 -0.296  -0.41
C -4.324 -0.269 -0.307  -0.03
C -3.390 -1.142 -0.851  -0.19
C -2.043 -0.844 -0.824  -0.24
C -1.595 0.341 -0.245  0.13
C -2.520 1.222 0.305  -0.18
C -3.866 0.909 0.269  -0.21
H -4.577 1.602 0.697  0.21
H -2.183 2.141 0.751  0.25
N -0.215 0.585 -0.244  -0.59
C 0.461 1.670 0.233  0.65
O -0.035 2.629 0.774  -0.56
C 1.932 1.518 0.037  0.03
N 2.694 2.517 -0.335  -0.07
O 3.962 2.066 -0.391  -0.25
C 3.994 0.767 -0.039  0.29
C 2.712 0.353 0.241  -0.35
H 2.400 -0.616 0.572  0.24
C 5.245 0.072 -0.017  -0.27
C 6.489 0.572 -0.298  -0.20
C 7.502 -0.396 -0.175  -0.26
C 7.023 -1.613 0.196  -0.39
S 5.320 -1.610 0.405  0.45
H 7.568 -2.521 0.361  0.24
H 8.543 -0.197 -0.353  0.23
H 6.654 1.596 -0.580  0.24
H 0.334 -0.136 -0.692  0.40
H -1.329 -1.533 -1.256  0.20
H -3.722 -2.065 -1.305  0.21
H -6.026 -1.234 -1.163  0.21
H -6.382 0.298 -0.351  0.21

=====

# 2
This record from the OMol25 dataset describes one molecule with the formula C16H14N4O2S. The level of theory is wB97M-V/def2-TZVPD.

The calculation puts the HOMO-LUMO gap at 8.848 eV. The SMILES is O=C(O)CCSc1nnc(-c2cccnc2)n1-c1ccccc1.

Last column: natural (NBO) charge in e.
Positions of all 37 atoms, in Å:
O 0.038 -2.632 0.913  -0.60
C -0.478 -3.518 0.287  0.81
O -1.370 -4.357 0.819  -0.69
H -1.543 -4.133 1.747  0.50
C -0.237 -3.808 -1.178  -0.54
C -1.426 -3.331 -2.007  -0.50
H -1.159 -3.262 -3.060  0.24
H -2.290 -3.980 -1.875  0.23
S -2.022 -1.686 -1.472  0.26
C -0.523 -0.815 -1.555  0.18
N 0.478 -1.080 -2.351  -0.32
N 1.455 -0.216 -2.071  -0.27
C 1.056 0.574 -1.106  0.31
N -0.223 0.234 -0.731  -0.40
C -0.992 0.687 0.356  0.21
C -2.319 1.044 0.160  -0.25
C -3.076 1.461 1.241  -0.19
C -2.513 1.520 2.504  -0.21
C -1.190 1.153 2.693  -0.20
C -0.424 0.731 1.624  -0.21
H 0.600 0.422 1.761  0.23
H -0.753 1.189 3.680  0.22
H -3.107 1.848 3.344  0.22
H -4.108 1.740 1.092  0.22
H -2.748 0.998 -0.830  0.23
C 1.839 1.674 -0.583  -0.13
C 3.232 1.612 -0.643  -0.13
C 3.970 2.675 -0.159  -0.25
C 3.289 3.763 0.370  0.04
N 1.970 3.844 0.409  -0.41
C 1.264 2.834 -0.060  0.05
H 0.190 2.965 -0.027  0.20
H 3.819 4.615 0.776  0.19
H 5.048 2.662 -0.188  0.22
H 3.700 0.737 -1.067  0.24
H 0.664 -3.282 -1.496  0.26
H -0.112 -4.882 -1.319  0.24

=====

# 3
This record from the OMol25 dataset describes C16H15BrMnN5O3S as an isolated structure. The level of theory is wB97M-V/def2-TZVPD.

The calculation puts the HOMO-LUMO gap (alpha / beta) at 5.774 / 6.274 eV. Its net charge is -1. Its multiplicity is 6.

Last column: Löwdin spin population.
Positions of all 42 atoms, in Å:
Mn -1.214 -0.507 -0.136  4.65
C -1.511 -1.486 4.256  0.00
C -1.080 -1.141 2.864  0.03
N -1.686 -1.533 1.803  0.03
N -2.753 -2.340 1.938  0.00
C -3.271 -2.731 0.785  0.01
N -4.391 -3.499 0.927  0.01
S -2.747 -2.401 -0.817  0.05
C 0.108 -0.303 2.650  0.01
C 0.868 0.186 3.707  0.00
C 1.988 0.954 3.434  0.01
C 2.329 1.218 2.119  0.01
C 1.515 0.703 1.122  0.01
N 0.441 -0.032 1.381  0.04
H -2.389 -2.122 4.208  0.00
H -1.760 -0.580 4.816  0.00
H -0.718 -2.009 4.800  0.00
H -4.554 -3.880 1.845  0.00
H -4.684 -4.027 0.126  0.00
H 0.584 -0.032 4.727  0.00
H 2.590 1.343 4.246  0.00
H 3.196 1.811 1.863  0.00
H 1.711 0.876 0.070  0.00
C -1.705 2.653 -0.656  0.01
C -2.281 1.413 0.049  0.03
O -3.295 1.585 0.716  0.02
H -2.335 3.535 -0.495  0.00
H -1.598 2.448 -1.726  0.00
H -0.695 2.844 -0.274  0.00
Br 4.547 0.010 -6.418  0.00
C 3.357 0.614 -5.065  0.00
C 3.255 1.973 -4.815  0.00
N 2.441 2.461 -3.887  0.00
C 1.709 1.592 -3.184  0.00
C 1.755 0.216 -3.367  0.00
C 2.602 -0.286 -4.340  0.00
C 0.915 -0.743 -2.537  0.01
O 0.970 -1.936 -2.810  0.01
O 0.253 -0.176 -1.607  0.06
H 3.848 2.682 -5.382  0.00
H 1.039 2.003 -2.438  0.00
H 2.644 -1.355 -4.498  0.00

=====

Here are the calculated ΔE to the lowest compared entry with this formula, charge and spin numbers, same order: 39.8 29.5 0.0 (kcal per mole).